Entry 1:
14
Properties=species:S:1:pos:R:3:forces:R:3 method="wB97M-V/def2-TZVPD" relative_energy_kcal_mol=107.5 homo_lumo_gap_ev="7.600 / 7.601" total_energy_ha=-340.8591
H -0.986969 -0.847931 1.600320 -0.39 1.13 0.20
H 1.321640 0.847276 -1.252983 -1.11 0.49 -0.38
H 2.688630 0.267226 -0.711457 0.42 -0.63 1.15
O -1.434264 1.537193 -0.336613 1.14 -2.50 -0.51
O -1.310400 0.097883 1.539594 -0.10 -0.86 -1.11
C -1.553882 0.282750 0.207000 0.54 -1.96 -1.69
N -1.747712 -0.769874 -0.577779 -0.35 1.51 -1.76
H 1.938652 1.686537 0.209857 -0.29 -1.96 -0.72
H -1.872386 2.008561 0.321608 -1.17 2.39 1.54
N -2.151470 -2.027014 -0.292694 1.01 -0.05 -0.55
H -1.637705 -0.666916 -1.672211 -0.51 0.35 3.12
H 1.058118 -0.010981 0.303799 1.57 0.75 -0.78
C 1.763938 0.656149 -0.295743 -0.49 1.33 0.72
H -2.176960 -2.115632 0.705954 -0.27 0.01 0.78

Entry 2:
14
Properties=species:S:1:pos:R:3:forces:R:3 method="wB97M-V/def2-TZVPD" smiles="NC=O.NCO" relative_energy_kcal_mol=28.1 homo_lumo_gap_ev=10.637 total_energy_ha=-340.9856
N -0.309856 -1.018574 1.580370 0.09 0.26 -0.12
H 0.007288 2.238132 -1.195017 0.01 1.03 0.13
H 1.260938 0.609138 -2.155910 0.01 -0.19 -0.25
H -1.563524 -2.094840 0.457865 0.44 -0.33 -0.57
O -1.271239 -0.345472 -0.575486 0.77 -0.51 0.04
H 0.457935 -0.361715 1.571749 0.06 0.19 -0.10
C -0.737791 -1.395234 0.262531 -0.81 0.27 0.74
N 1.513797 0.876991 -1.228100 0.07 1.07 0.18
H -1.068003 -0.573414 2.081867 0.00 -0.08 0.16
O 0.844510 1.813904 0.664523 -0.23 1.36 -0.47
H -1.979725 0.012216 -0.053916 -0.63 0.51 0.12
H 0.108817 -1.812122 -0.260771 -0.05 -0.33 -0.31
C 0.778335 1.813256 -0.554553 -0.02 -2.95 0.70
H 1.958518 0.237733 -0.595153 0.30 -0.31 -0.28

Entry 3:
15
Properties=species:S:1:pos:R:3:forces:R:3 method="wB97M-V/def2-TZVPD" relative_energy_kcal_mol=218.7 homo_lumo_gap_ev="8.835 / 8.835" total_energy_ha=-415.9100
O 0.433401 1.686803 -0.524685 0.47 -0.36 -0.63
H 0.908468 -2.810636 -0.156498 -0.62 1.48 -0.53
H 1.091529 2.016122 1.521525 -0.40 1.59 -2.65
O -0.815416 1.119043 -0.658569 -0.10 0.50 0.39
H 1.485105 3.272193 -0.012504 -0.26 -0.90 1.06
N -1.636237 -1.996474 -0.567329 2.06 -1.67 0.10
O -1.030236 -0.120395 0.504020 1.28 -0.12 0.86
C 0.746742 -1.703871 -0.008656 1.88 0.93 1.99
H -0.009211 3.273376 0.862264 -1.76 0.62 0.00
H -1.458997 -2.116394 -1.563047 0.48 0.51 0.16
H 1.286437 -0.945097 -0.616938 -0.66 -1.04 -0.82
H 1.366174 -1.492741 0.932106 -1.36 -0.40 -0.57
C 0.729326 2.618496 0.508812 1.98 -1.80 1.50
H -2.448992 -1.485223 -0.427435 -1.78 0.98 0.26
N -0.648094 -1.315201 0.206934 -1.23 -0.32 -1.12

Entry 4:
13
Properties=species:S:1:pos:R:3:forces:R:3 method="wB97M-V/def2-TZVPD" relative_energy_kcal_mol=61.2 homo_lumo_gap_ev=8.687 total_energy_ha=-531.5052 total_charge=+1
H 0.328080 1.045109 -2.553103 -0.03 -0.50 0.82
N 0.403768 0.000286 -0.687487 0.80 -1.22 0.35
P 0.972282 -2.570071 1.377097 -1.65 1.46 0.50
H 1.983525 -1.914378 0.762837 1.48 0.30 -0.54
C 0.289702 1.163478 -1.452162 0.38 2.74 -0.94
N -0.517635 0.721407 1.306970 -2.70 0.53 1.24
H 1.545070 -2.445143 2.738319 -0.56 0.47 -1.09
H -1.145683 0.308670 2.094520 1.85 1.29 -1.74
H -0.660860 1.543856 -1.194216 -1.17 1.17 -0.24
H 0.787547 -0.719916 -1.245276 0.61 -1.38 0.39
H 1.067631 1.909122 -1.183695 -0.43 -0.36 -0.11
H -0.934885 1.542489 0.803745 0.44 -0.80 0.94
C 0.095282 -0.155115 0.567586 0.98 -3.71 0.43